Entry 1:
{
  "formula": "C33H25F2N7ReS",
  "method": "ωB97M-V with the def2-TZVPD basis set",
  "gap_ev": [6.6, 6.0],
  "energy_ha": -2331.57571,
  "charge": 2,
  "max_force_ev_per_a": 0.5,
  "multiplicity": 4,
  "s2": 3.778,
  "mol_weight_g_mol": 775.88,
  "species": ["Re", "N", "C", "S", "N", "N", "C", "C", "C", "C", "C", "C", "C", "C", "C", "C", "C", "C", "N", "H", "H", "H", "H", "H", "H", "H", "H", "H", "H", "H", "F", "C", "C", "C", "C", "C", "F", "C", "C", "C", "C", "C", "C", "N", "H", "H", "H", "H", "H", "H", "N", "C", "C", "C", "C", "C", "C", "C", "C", "N", "C", "H", "H", "H", "H", "H", "H", "H", "H"],
  "xyz": [[-0.048, 0.024, -0.450], [4.124, -1.766, -1.192], [3.162, -0.891, -0.874], [2.405, 0.060, -2.074], [2.863, -0.799, 0.419], [1.853, 0.086, 0.620], [1.914, 0.838, 1.676], [3.090, 0.928, 2.566], [3.484, -0.152, 3.350], [4.574, -0.028, 4.195], [5.286, 1.163, 4.244], [4.904, 2.238, 3.453], [3.801, 2.126, 2.621], [0.727, 1.667, 1.928], [0.622, 2.535, 3.005], [-0.524, 3.299, 3.149], [-1.544, 3.180, 2.215], [-1.392, 2.281, 1.182], [-0.289, 1.527, 1.039], [4.480, -1.799, -2.130], [4.661, -2.185, -0.449], [2.952, -1.093, 3.287], [4.877, -0.865, 4.810], [6.142, 1.253, 4.899], [5.464, 3.163, 3.482], [3.505, 2.966, 2.002], [1.438, 2.609, 3.708], [-0.618, 3.984, 3.981], [-2.446, 3.770, 2.282], [-2.158, 2.157, 0.431], [-0.511, 4.725, -3.113], [-0.526, 3.397, -3.168], [-0.289, 2.681, -2.005], [-0.295, 1.293, -2.055], [-0.556, 0.626, -3.278], [-0.784, 1.411, -4.411], [-1.016, 0.833, -5.592], [-0.778, 2.790, -4.382], [-0.510, -0.841, -3.261], [-0.721, -1.685, -4.351], [-0.585, -3.051, -4.200], [-0.236, -3.578, -2.964], [-0.054, -2.704, -1.919], [-0.196, -1.377, -2.051], [-0.069, 3.233, -1.101], [-0.953, 3.367, -5.279], [-0.970, -1.267, -5.310], [-0.741, -3.703, -5.049], [-0.101, -4.639, -2.814], [0.243, -3.067, -0.945], [-0.347, -1.554, 1.153], [-1.733, -1.996, 1.176], [-2.157, -3.007, 1.992], [-3.509, -3.400, 1.999], [-4.408, -2.762, 1.196], [-3.995, -1.711, 0.346], [-4.898, -1.024, -0.495], [-4.439, -0.015, -1.291], [-3.077, 0.306, -1.268], [-2.190, -0.312, -0.503], [-2.638, -1.323, 0.327], [0.283, -2.348, 1.049], [-0.095, -1.139, 2.050], [-1.449, -3.509, 2.641], [-3.825, -4.205, 2.649], [-5.451, -3.052, 1.197], [-5.944, -1.306, -0.497], [-5.095, 0.540, -1.947], [-2.697, 1.097, -1.902]]
}


Entry 2:
{
  "formula": "C33H25MoN5P",
  "method": "ωB97M-V with the def2-TZVPD basis set",
  "gap_ev": [4.6, 5.4],
  "e_above_lowest_kcal_mol": 9.2,
  "energy_ha": -1954.85218,
  "charge": 3,
  "max_force_ev_per_a": 0.4,
  "multiplicity": 3,
  "s2": 2.056,
  "mol_weight_g_mol": 618.51,
  "species": ["Mo", "N", "C", "C", "C", "C", "C", "C", "C", "C", "C", "C", "C", "C", "N", "C", "C", "C", "C", "N", "H", "H", "H", "H", "H", "H", "H", "H", "H", "H", "N", "P", "C", "C", "C", "C", "C", "C", "C", "C", "C", "C", "C", "C", "C", "C", "C", "C", "C", "N", "H", "H", "H", "H", "H", "H", "H", "H", "H", "H", "H", "H", "H", "H", "H"],
  "xyz": [[0.450, -1.224, 0.770], [6.053, 6.931, -2.335], [5.420, 6.045, -1.971], [4.628, 4.939, -1.513], [4.288, 3.918, -2.403], [3.539, 2.847, -1.960], [3.088, 2.804, -0.633], [3.435, 3.834, 0.252], [4.211, 4.891, -0.183], [2.283, 1.673, -0.174], [2.772, 0.356, -0.471], [4.050, -0.036, -0.738], [4.105, -1.472, -0.697], [2.870, -1.915, -0.387], [1.989, -0.800, -0.237], [1.139, 1.860, 0.578], [0.506, 3.102, 0.843], [-0.575, 2.860, 1.662], [-0.606, 1.484, 1.865], [0.394, 0.835, 1.219], [4.615, 3.975, -3.432], [3.264, 2.066, -2.657], [3.147, 3.777, 1.293], [4.506, 5.675, 0.500], [4.885, 0.629, -0.896], [4.968, -2.086, -0.903], [2.496, -2.928, -0.378], [0.824, 4.053, 0.450], [-1.267, 3.577, 2.072], [-1.333, 0.953, 2.458], [-1.814, -2.470, -1.084], [-1.784, -1.048, -0.176], [-2.502, -1.427, 1.425], [-1.681, -1.479, 2.565], [-2.153, -1.955, 3.775], [-3.476, -2.381, 3.856], [-4.303, -2.338, 2.743], [-3.818, -1.879, 1.525], [-2.602, 0.206, -1.090], [-2.281, 0.368, -2.446], [-2.925, 1.349, -3.176], [-3.866, 2.169, -2.557], [-4.168, 2.017, -1.209], [-3.536, 1.037, -0.463], [-1.114, -3.541, -0.565], [-1.367, -4.862, -0.932], [-0.670, -5.865, -0.301], [0.261, -5.555, 0.702], [0.474, -4.244, 1.006], [-0.180, -3.231, 0.362], [-2.524, -2.644, -1.784], [-0.658, -1.051, 2.616], [-1.515, -1.974, 4.648], [-3.860, -2.745, 4.800], [-5.331, -2.666, 2.821], [-4.468, -1.867, 0.658], [-1.547, -0.267, -2.929], [-2.700, 1.476, -4.226], [-4.370, 2.932, -3.136], [-4.906, 2.656, -0.744], [-3.785, 0.912, 0.583], [-2.110, -5.079, -1.687], [-0.858, -6.899, -0.564], [0.804, -6.328, 1.227], [1.193, -3.952, 1.765]]
}